(1)
Molecular formula: C25H45Cl2PPt
Method: DFT, ωB97M-V/def2-TZVPD

Geometry as ORCA input:
```
! RIJCOSX wB97M-V def2-TZVPD def2/J DEFGRID3
* xyz 0 5
H -1.141 -3.044 -0.535
C -4.518 -0.620 0.729
C 5.175 2.335 2.115
C 0.191 -1.715 0.559
H -0.711 3.287 2.644
H -1.658 1.976 1.867
H -1.737 -2.598 1.075
H -5.283 1.352 0.322
H 0.484 -1.577 1.614
H 4.868 1.954 -0.907
C -0.498 -0.041 -1.762
H -1.004 0.058 -5.668
H 5.727 1.989 3.018
H -0.106 -4.039 2.151
Cl 2.034 0.061 2.499
C -0.545 2.199 2.577
C -1.386 -0.033 -4.638
P -0.356 0.047 0.123
H -2.475 -0.189 -4.703
H -1.151 -2.191 -4.441
H 2.220 -1.293 -0.117
H -0.977 -4.976 0.929
C -0.831 -2.862 0.507
C 1.106 -4.565 0.444
H -5.293 -1.061 0.088
H 3.863 3.842 2.990
C -4.953 0.779 1.200
H -1.078 2.065 -1.840
C -0.755 -1.274 -3.975
H -1.991 -0.457 1.760
H -3.664 1.105 2.905
H -2.050 -1.479 -2.263
C -2.509 1.507 1.136
C -2.109 0.072 0.792
H 0.328 -1.264 -4.169
C -1.104 1.263 -3.857
H -2.407 0.919 -2.183
C -0.974 -1.337 -2.453
H 3.244 2.210 3.028
H -0.056 1.555 -4.026
C 4.169 1.552 -0.135
H 2.459 -3.178 1.390
H 1.537 -5.390 1.034
H 1.269 -2.266 -1.271
C 2.099 -3.394 0.374
H -4.409 -1.280 1.601
H -2.906 -1.641 -0.291
H -2.574 2.141 0.233
C -3.839 1.541 1.908
H 2.712 2.965 -0.905
H 0.559 0.123 -2.047
C 2.817 3.186 1.217
H -3.332 -0.076 -0.993
H 5.960 0.678 0.861
H 5.815 3.088 1.632
C -1.332 1.114 -2.336
C -0.245 -4.167 1.068
C 1.480 -2.104 -0.201
C -3.195 -0.611 -0.042
H -4.137 2.588 2.063
C 5.006 1.163 1.138
C 3.098 2.573 0.043
H -1.739 2.070 -4.252
H 2.972 -3.691 -0.224
H -0.458 -2.222 -2.067
H 3.733 0.639 -0.546
H 4.364 0.396 1.594
H 0.927 -4.949 -0.573
H -5.813 0.672 1.872
Cl 0.154 3.505 -0.173
C 3.779 2.936 2.407
H -0.164 1.979 3.599
H 2.347 4.184 1.178
Pt 0.970 1.916 1.310
*
```

Summary:
Relative energy (zero: lowest compared OMol25 entry of this formula, charge and spin), kcal per mole: 6.5
Kohn-Sham gap (spin up / spin down), Eh: 0.26202 / 0.23576

***

(2)
Molecular formula: C26H30Cl2N3O2RuTe
Method: DFT, ωB97M-V/def2-TZVPD

Geometry as ORCA input:
```
! RIJCOSX wB97M-V def2-TZVPD def2/J DEFGRID3
* xyz 3 5
Cl -0.891 5.243 0.837
H 7.219 -1.601 -1.098
C -3.361 5.118 1.893
N -2.013 3.324 -1.002
C 4.526 -1.336 -1.087
C -4.247 3.190 0.072
N -0.811 -3.270 -0.419
C 7.589 -2.266 0.906
C -0.747 -2.383 2.978
H -3.918 4.447 -2.430
H 0.570 1.339 -3.277
Te 2.469 -1.665 -0.464
C -5.097 3.669 1.048
C -2.522 2.920 -5.095
H -0.723 1.756 -5.059
C -2.503 4.647 0.925
Cl -4.762 1.825 -0.846
C 6.781 -1.864 -0.143
Ru -0.276 -1.232 0.071
H 4.632 -0.270 -1.310
H 3.107 -1.202 2.113
H -1.736 -3.192 -0.841
C 5.403 -1.791 0.038
H 4.695 -1.891 -2.012
C -0.289 0.661 -1.486
H 2.935 -2.956 1.884
H 0.104 -4.349 1.128
O -0.279 0.873 -0.229
C -3.272 3.793 -2.999
H 8.661 -2.311 0.770
H -0.940 -2.066 4.002
C 3.356 -2.043 1.457
C -1.438 2.308 -4.462
N -0.047 -1.284 2.243
H -4.231 4.206 -4.855
H -1.054 3.345 -0.668
H -0.072 -3.237 3.024
H -2.288 -1.992 1.524
C -2.011 -4.139 1.598
C 7.031 -2.617 2.130
O -0.446 -0.535 -1.884
H 0.577 2.539 -1.971
H -0.984 -5.310 0.136
H -2.639 2.827 -6.167
H -6.094 3.258 1.130
H 7.667 -2.947 2.940
C -0.860 -4.340 0.618
C 4.844 -2.138 1.267
C -0.022 1.774 -2.473
H -0.495 -0.402 2.490
C 5.659 -2.556 2.312
C -3.429 3.679 -4.357
C -1.251 2.404 -3.100
C -2.203 3.142 -2.342
H 5.225 -2.839 3.263
H -2.882 -2.761 2.978
H -3.020 5.859 2.604
H -1.930 -4.912 2.363
C -2.935 3.717 -0.050
H -0.202 -3.571 -1.174
H -5.352 5.032 2.679
H -2.960 -4.304 1.083
C -4.667 4.648 1.935
C -2.055 -2.766 2.271
H 0.904 -1.205 2.592
*
```

Summary:
Kohn-Sham gap (spin up / spin down), Eh: 0.27169 / 0.17688

***

(3)
Molecular formula: C12H14O2
Method: DFT, ωB97M-V/def2-TZVPD

Geometry as ORCA input:
```
! RIJCOSX wB97M-V def2-TZVPD def2/J DEFGRID3
* xyz 0 1
H 1.103 3.245 -0.684
C -0.709 0.844 0.010
C 1.322 1.018 1.445
C -2.531 -0.982 0.347
H 3.990 -1.371 -1.133
H 1.093 0.856 -1.080
H -3.997 -0.439 -0.670
C 2.023 -1.706 -0.603
H -2.898 -1.947 0.122
O 0.233 2.885 -1.103
H -1.190 -2.786 -0.288
H -0.443 1.010 -2.157
H -0.647 -1.933 1.092
C 0.119 1.447 -1.147
C -1.188 -0.560 -0.358
C 2.440 0.468 1.045
H -1.733 1.285 -0.158
C 0.874 -2.019 -0.387
C 3.334 -1.090 -0.405
H -1.458 -0.473 -1.430
O -3.605 -0.072 0.161
C -0.462 -1.896 0.037
H 4.519 0.476 0.461
C 3.592 -0.010 0.357
H -0.823 0.763 2.199
H -0.467 2.469 1.501
H -2.339 -0.800 1.362
C -0.152 1.318 1.467
*
```

Summary:
SMILES string: OC[C@@H]1CC#C/C=C\C#CC[C@H]1CO
Relative energy (zero: lowest compared OMol25 entry of this formula, charge and spin), kcal per mole: 131.9
Kohn-Sham gap, Eh: 0.31921